1.
Computed, not measured: an isolated ion of composition C14H20NO4 and charge +1 in a non-equilibrium geometry, with wB97M-V/def2-TZVPD.

XYZ file:
```
39
Properties=species:S:1:pos:R:3:nbo_charge:R:1
C 3.34647 -3.08440 1.18921 -0.725
C 3.08941 -1.59734 0.77264 0.821
O 2.01601 -1.08077 1.03492 -0.620
O 4.03957 -0.79757 0.14332 -0.539
C 3.52618 -0.27390 -1.11636 -0.079
C 3.49097 1.29307 -1.10941 -0.430
C 2.26440 1.91955 -0.35506 -0.400
C 0.85885 1.53005 -0.98908 -0.429
C -0.28529 1.78566 0.07146 -0.226
N -1.45707 0.88133 -0.06283 -0.287
C -1.74055 0.14673 -1.20118 0.078
C -2.86844 -0.76549 -1.30697 -0.206
C -3.76081 -0.92002 -0.14924 -0.053
C -4.93954 -1.92977 -0.25310 0.759
O -5.79390 -1.91297 0.57960 -0.459
O -4.95359 -2.82600 -1.32825 -0.692
C -3.48203 -0.11574 1.03216 -0.183
C -2.30951 0.78193 1.03450 0.309
C -2.09783 1.60665 2.34459 -0.669
H 3.63990 -3.05003 2.27887 0.259
H 2.34808 -3.59335 1.13143 0.250
H 4.12403 -3.59403 0.56786 0.245
H 4.29394 -0.57599 -1.88930 0.204
H 2.57208 -0.76882 -1.42399 0.182
H 4.41767 1.63115 -0.55828 0.240
H 3.60283 1.65075 -2.16440 0.222
H 2.25801 1.64254 0.72836 0.224
H 2.36767 3.04065 -0.45383 0.218
H 0.90110 0.41462 -1.14540 0.215
H 0.64347 2.05792 -1.95094 0.224
H -0.64751 2.85493 0.03370 0.236
H 0.18973 1.62114 1.07953 0.242
H -1.09271 0.23151 -2.10948 0.258
H -3.00778 -1.32576 -2.26406 0.265
H -5.24883 -2.29205 -2.09719 0.498
H -4.11752 -0.18020 1.94691 0.277
H -2.38721 2.67278 2.09949 0.256
H -2.76580 1.27914 3.17618 0.262
H -1.03442 1.64213 2.68364 0.253
```

## Properties
- Net charge: +1
- SMILES string: CC(=O)OCCCCC[n+]1ccc(C(=O)O)cc1C
- Orbital gap: 0.2992 hartree


2.
Computed, not measured: C14H21BF6N8O4PS2Yb as an isolated structure in a non-equilibrium geometry, with wB97M-V/def2-TZVPD.

XYZ file:
```
58
Properties=species:S:1:pos:R:3:lowdin_spin:R:1
Yb 10.13061 7.30171 13.70211 1.000
F 7.18824 3.54554 13.81183 0.000
C 6.70981 4.29156 12.80737 0.000
F 7.42561 4.04252 11.67021 0.000
F 5.50054 4.02792 12.42187 0.000
S 6.99266 6.00371 13.44623 0.000
O 8.43671 5.95141 13.80545 0.000
O 6.19032 6.17710 14.57971 0.000
N 6.63485 7.00804 12.30958 0.000
S 7.36860 8.33614 11.97364 0.000
O 8.48254 8.52844 12.94888 0.000
O 7.62758 8.50103 10.60115 0.000
C 6.12509 9.68577 12.40668 0.000
F 6.00818 9.58388 13.72751 0.000
F 4.99826 9.47537 11.78806 0.000
F 6.67169 10.85277 12.14161 0.000
B 12.88937 7.44091 14.75515 0.000
N 12.24287 8.73097 15.33285 0.000
C 12.54563 9.60723 16.30304 0.000
C 11.46201 10.32611 16.70517 0.000
C 10.40524 9.82936 15.92317 0.000
N 10.89984 8.88798 15.07169 -0.001
N 12.29566 6.25846 15.55532 0.000
C 12.72287 5.61198 16.63112 0.000
C 11.79533 4.69289 17.03342 0.000
C 10.79534 4.86502 16.15331 0.000
N 11.07246 5.83990 15.26986 0.001
H 14.08104 7.58931 14.66777 0.000
H 12.32295 7.42634 13.59395 0.000
H 13.55042 9.72745 16.62472 0.000
H 11.40018 11.01112 17.50683 0.000
H 9.33904 10.01207 16.02958 0.000
H 13.70177 5.78874 17.07633 0.000
H 11.72175 4.01914 17.84946 0.000
H 9.86928 4.25607 16.15823 0.000
C 11.80225 5.95494 8.22038 0.000
N 10.21216 6.18447 8.44595 0.000
C 9.94050 7.56936 7.84145 0.000
N 10.83284 8.58077 8.40812 0.000
C 12.22349 8.25510 8.09780 0.000
N 12.59728 6.94824 8.69413 0.000
C 12.59055 6.89155 10.13982 0.000
P 10.89432 7.38941 10.85068 -0.001
C 9.84208 6.12877 9.89989 0.000
C 10.60227 8.95983 9.83488 0.000
H 11.89872 5.80282 7.13779 0.000
H 11.91284 4.96810 8.67182 0.000
H 9.59287 5.55820 7.90421 0.000
H 8.85601 7.79103 8.06428 0.000
H 10.08979 7.47752 6.78769 0.000
H 12.96842 8.92590 8.45692 0.000
H 12.25298 8.09252 7.00492 0.000
H 13.24437 7.56350 10.58253 0.000
H 12.94218 5.85731 10.45495 0.000
H 8.79831 6.43689 10.01685 0.000
H 10.05659 5.13349 10.26222 0.000
H 11.34134 9.67533 10.17254 0.000
H 9.67813 9.38047 10.00666 0.000
```

## Properties
- Net charge: +2
- ⟨S²⟩: 0.75
- Orbital gap (alpha / beta): 0.3241 / 0.3076 hartree
- Spin multiplicity: 2


3.
Computed, not measured: C14H21BN4Sr as an isolated structure in a non-equilibrium geometry, with wB97M-V/def2-TZVPD.

XYZ file:
```
41
Properties=species:S:1:pos:R:3:nbo_charge:R:1
C 1.92971 -2.10363 -2.40531 -0.213
C 0.13389 -2.84076 0.52325 -0.203
C 2.98864 -2.13531 -1.56136 -0.163
H 1.99770 -1.41573 -3.28093 0.204
C 0.92900 -2.03977 1.24416 -0.175
H -0.84325 -3.09009 0.96381 0.207
H 3.95635 -1.88548 -2.02359 0.203
H 0.52160 -1.55329 2.13626 0.220
C 3.07353 -2.47476 -0.11288 -0.464
H 4.13049 -2.28738 0.11772 0.217
H 2.82951 -3.52492 0.10375 0.227
C 0.49914 -2.34504 -1.99920 -0.421
H -0.08959 -2.68343 -2.87008 0.218
H 0.00125 -1.38219 -1.71804 0.157
C 0.32778 -3.38511 -0.85167 -0.459
H 1.15925 -4.09807 -0.89868 0.223
H -0.60174 -3.93778 -1.07778 0.217
C 2.27247 -1.52835 0.86095 -0.440
H 2.87256 -1.48578 1.79019 0.218
H 2.28046 -0.47461 0.49649 0.217
Sr -0.55225 1.35180 -2.11941 0.967
H 0.53058 1.86370 -0.56670 0.255
B -1.44278 0.98553 1.57048 0.167
N -2.63904 1.33320 0.63800 -0.293
C -3.86837 1.76688 0.94528 0.013
C -4.51052 2.14126 -0.22608 -0.355
C -3.60899 1.91020 -1.25908 -0.060
N -2.44295 1.43333 -0.73037 -0.532
N -0.27352 2.03189 1.25731 -0.366
C 0.08502 3.01399 2.06379 -0.041
C 0.92198 3.93147 1.39368 -0.305
C 0.99354 3.54364 0.07777 -0.172
N 0.02717 2.52184 -0.05254 -0.503
H -1.08828 -0.15206 1.44827 -0.054
H -1.83901 1.13249 2.72348 -0.040
H -4.21296 1.78221 1.97164 0.230
H -5.51678 2.51654 -0.32091 0.230
H -3.70927 2.02370 -2.33015 0.211
H -0.25454 3.04597 3.07334 0.221
H 1.42930 4.76807 1.78625 0.223
H 1.60290 3.72583 -0.78113 0.212
```

## Properties
- Orbital gap (alpha / beta): 0.1874 / 0.1607 hartree


4.
Computed, not measured: C14H21F6MgN7P as an isolated structure in a non-equilibrium geometry, with wB97M-V/def2-TZVPD.

XYZ file:
```
50
Properties=species:S:1:pos:R:3:nbo_charge:R:1
Mg -1.44365 -0.34856 -1.25463 1.767
P 1.60862 0.94033 -0.18241 2.615
F 2.27131 0.69477 -1.61048 -0.577
F 0.76287 2.18993 -0.77609 -0.591
F 0.33340 -0.05510 -0.59879 -0.656
F 0.96033 1.22741 1.26241 -0.583
F 2.31293 -0.39629 0.39790 -0.587
F 2.87878 1.81749 0.21558 -0.575
C -1.14100 0.33450 3.87528 -0.727
C -2.03288 -0.80823 3.68419 0.304
N -2.75134 -1.64535 3.53741 -0.382
H -1.80978 1.18598 3.97996 0.264
H -0.50337 0.49735 3.01004 0.274
H -0.53632 0.14349 4.75710 0.264
C -0.69117 -3.86483 1.40359 -0.748
C -1.24032 -2.76704 0.64120 0.519
N -1.66830 -1.93012 0.05367 -0.573
H -0.50903 -4.71514 0.75530 0.281
H -1.30716 -4.09526 2.27208 0.293
H 0.23876 -3.50646 1.86032 0.279
C -4.25967 2.02391 1.65892 -0.743
C -3.21929 1.42958 0.83172 0.476
N -2.34872 0.97297 0.24550 -0.537
H -3.79935 2.93548 2.05657 0.287
H -4.36774 1.40397 2.55298 0.285
H -5.19640 2.14753 1.13801 0.278
C -0.61151 3.30210 -3.86290 -0.749
C -1.01752 2.04794 -3.27472 0.513
N -1.32928 1.07877 -2.77786 -0.565
H -0.22277 3.16253 -4.86850 0.280
H 0.20221 3.69104 -3.24538 0.294
H -1.40736 4.04072 -3.87233 0.279
C 0.27758 -3.31623 -4.43573 -0.765
C -0.16203 -2.40761 -3.42136 0.483
N -0.41073 -1.71730 -2.56326 -0.533
H -0.45561 -4.07859 -4.71165 0.278
H 1.15665 -3.90219 -4.16223 0.305
H 0.52289 -2.80863 -5.37149 0.273
C 2.01494 3.72437 2.43822 -0.722
C 0.75656 3.42124 3.10599 0.338
N -0.21021 3.20702 3.64145 -0.402
H 1.91303 3.65192 1.36748 0.270
H 2.77503 3.06562 2.85357 0.262
H 2.31374 4.73189 2.73687 0.253
C 3.89615 -2.49951 -0.69666 -0.738
C 2.81853 -3.30094 -1.24768 0.346
N 1.97717 -3.94932 -1.66474 -0.418
H 4.10450 -2.72926 0.34483 0.263
H 3.74933 -1.43510 -0.84550 0.289
H 4.80717 -2.79280 -1.23379 0.257
```

## Properties
- Net charge: +1
- Orbital gap: 0.4066 hartree


5.
Computed, not measured: C14H21MnNP as an isolated structure in a non-equilibrium geometry, with wB97M-V/def2-TZVPD.

XYZ file:
```
38
Properties=species:S:1:pos:R:3:lowdin_spin:R:1
C -0.89509 0.21876 -3.79311 0.004
C -1.69483 1.21871 -3.12826 0.025
C -0.82025 2.20048 -2.57404 0.092
C 0.52775 1.81303 -2.84646 0.022
C 0.49806 0.58927 -3.60678 0.005
Mn -0.37856 0.01261 -1.68267 3.838
P -0.27047 -2.35087 -1.68508 -0.051
H -1.26639 -0.61209 -4.38659 0.000
H -2.77897 1.26343 -3.14523 0.004
H -1.12987 3.12979 -2.09492 0.005
H 1.36089 0.06390 -4.01774 0.000
H 1.42352 2.38412 -2.60465 0.005
H 0.78820 -3.04317 -2.35721 0.005
H -1.36634 -2.91637 -2.40028 -0.027
H -0.34855 -3.07373 -0.45183 0.009
C 1.86531 -1.35905 1.71203 -0.016
N 1.78066 0.06560 2.13863 0.001
C 3.12794 0.64349 2.37172 -0.002
C 0.94486 0.94105 1.20893 0.009
C -0.47406 0.48436 1.26866 0.028
C -1.05825 0.28786 2.53270 -0.009
C -2.33273 -0.25754 2.64925 0.016
C -3.07384 -0.54038 1.50057 -0.006
C -2.53165 -0.25302 0.23991 0.025
C -1.21521 0.19643 0.11880 0.028
H 2.28740 -1.40631 0.70459 -0.016
H 0.86913 -1.81216 1.73808 -0.001
H 2.52594 -1.85662 2.42452 -0.001
H 1.30229 0.05920 3.05038 0.000
H 3.66564 0.66984 1.41937 -0.002
H 2.99614 1.65109 2.77491 0.000
H 3.64420 0.00136 3.08915 0.000
H 1.07161 1.95831 1.60591 0.000
H 1.40291 0.89895 0.21191 0.004
H -0.50793 0.54658 3.44377 0.000
H -2.74593 -0.45544 3.64087 0.001
H -4.07075 -0.96518 1.59172 -0.001
H -3.12279 -0.39631 -0.66154 0.004
```

## Properties
- ⟨S²⟩: 6.28
- Orbital gap (alpha / beta): 0.1611 / 0.1364 hartree
- Spin multiplicity: 5


6.
Computed, not measured: C14H21N2O2PbSbSe4 as an isolated structure in a non-equilibrium geometry, with wB97M-V/def2-TZVPD.

XYZ file:
```
45
Properties=species:S:1:pos:R:3:nbo_charge:R:1
Pb 0.43355 0.93555 -0.58897 1.529
C -1.68049 0.80114 1.75380 -0.144
C -2.01228 0.87525 0.39129 -0.032
C -1.84705 -0.52993 -0.16534 -0.051
C -1.43847 -1.32416 0.89119 -0.121
C -1.36440 -0.52381 2.05964 0.053
C -0.82792 -0.95871 3.38332 -0.657
C -1.09452 -2.78126 0.78393 -0.629
C -2.16761 -0.93064 -1.56170 -0.681
C -2.60077 2.01472 -0.35957 -0.674
C -1.61739 1.93625 2.73073 -0.630
H -1.29183 -0.41026 4.20642 0.201
H 0.24740 -0.74650 3.40518 0.264
H -0.96047 -2.02766 3.55645 0.198
H -1.96577 -3.39220 0.52855 0.201
H -0.68509 -3.15914 1.72115 0.208
H -0.34392 -2.95594 0.00811 0.218
H -3.16175 -0.57751 -1.85882 0.209
H -2.12156 -2.01153 -1.69082 0.223
H -1.48602 -0.48769 -2.29515 0.278
H -3.68198 1.87476 -0.48350 0.212
H -2.18458 2.08438 -1.36709 0.256
H -2.43688 2.96424 0.15146 0.216
H -2.38263 1.85396 3.50955 0.196
H -1.75532 2.89815 2.23464 0.209
H -0.64457 1.96538 3.22952 0.224
N 2.07003 -0.28071 -1.58843 -0.987
C 2.71993 -1.23157 -0.68195 -0.217
C 3.39444 -0.49607 0.47093 -0.538
C 2.44666 -0.25499 1.63445 0.806
O 2.84338 -0.33325 2.78822 -0.670
O 1.20620 0.01709 1.32332 -0.839
H 1.61829 -0.79618 -2.37326 0.454
H 2.74773 0.35102 -2.04276 0.452
H 3.42971 -1.85070 -1.23437 0.204
H 1.94553 -1.89455 -0.29090 0.202
H 3.74597 0.48549 0.13334 0.239
H 4.26122 -1.04327 0.83670 0.224
Se 0.60957 -1.73689 -4.18892 -0.857
Sb 1.07080 0.60419 -4.79988 1.083
Se -0.40985 1.84851 -3.05350 -0.646
Se 0.08596 1.41811 -6.83990 -0.784
Se 3.37042 1.26968 -4.34112 -0.845
N 2.23919 3.75082 0.18521 -0.442
C 1.67712 2.78644 -0.11115 -0.116
```

## Properties
- Net charge: -2
- Orbital gap (alpha / beta): 0.1917 / 0.1916 hartree


Question: What is the formula in the third record?
Answer: C14H21BN4Sr